A cluster of 11 separate species, H22O11 in total at a distorted geometry, computed with wB97M-V/def2-TZVPD.

The geometry in XYZ format:
```
33
H22O11 | OMol25 | wB97M-V/def2-TZVPD
O -0.93 3.24 0.56
H -0.73 3.90 1.23
H -0.51 3.66 -0.18
O -1.25 -3.12 -0.40
H -1.63 -2.45 -0.99
H -1.81 -2.93 0.35
O -2.28 1.01 0.87
H -1.89 1.88 0.84
H -2.26 0.83 1.81
O -4.57 1.50 -0.62
H -3.85 1.14 -0.12
H -4.33 2.43 -0.78
O 1.44 1.87 0.90
H 0.47 1.95 0.87
H 1.77 2.41 0.17
O 0.41 -1.60 -2.42
H 0.10 -1.17 -1.64
H -0.17 -1.31 -3.16
O 2.97 -3.25 -0.35
H 2.56 -2.46 0.07
H 3.84 -3.29 0.09
O 1.08 -2.04 1.20
H 0.47 -2.78 1.22
H 1.21 -1.79 2.13
O -0.31 -0.20 -0.21
H -1.01 0.27 0.24
H 0.21 -0.64 0.41
O 0.64 1.57 -2.18
H 0.33 1.01 -1.49
H 0.81 0.97 -2.91
O 3.43 -0.15 1.36
H 3.21 -0.64 2.16
H 2.59 0.16 1.00
```

Its spin multiplicity is 1. As for the largest force on an atom: 2.65 eV Å⁻¹. For the energy above the lowest of the compared OMol25 structures with the same formula, charge and spin, the calculation gives 1.9232 eV. The value obtained for the HOMO energy is -10.22 eV. The frontier orbital gap comes out at 9.708 eV. As for the SMILES: O.O.O.O.O.O.O.O.O.O.O. The total charge is 0.

***

A structure of composition C43H49MgNO2P3Te, computed with wB97M-V/def2-TZVPD.

The geometry in XYZ format:
```
100
C43H49MgNO2P3Te | OMol25 | wB97M-V/def2-TZVPD
Mg -1.00 -0.52 0.52
O 1.08 -0.61 0.00
P 1.83 -0.20 -1.26
C 1.69 1.61 -1.57
P 0.41 2.33 -0.51
O -0.76 1.37 -0.36
C -0.13 3.86 -1.26
C 0.60 4.52 -2.24
C 0.13 5.72 -2.77
C -1.07 6.25 -2.31
C -1.80 5.59 -1.33
C -1.34 4.40 -0.80
C 1.28 2.77 1.00
C 1.35 1.90 2.09
C 2.11 2.23 3.20
C 2.81 3.43 3.23
C 2.75 4.30 2.15
C 1.99 3.97 1.04
C 1.24 -0.93 -2.78
C 0.22 -1.87 -2.77
C -0.24 -2.41 -3.96
C 0.33 -2.01 -5.17
C 1.35 -1.07 -5.18
C 1.81 -0.53 -4.00
C 3.58 -0.52 -1.09
C 4.31 -1.30 -1.97
C 5.68 -1.47 -1.78
C 6.31 -0.85 -0.72
C 5.58 -0.07 0.18
C 4.22 0.09 0.00
H 1.42 1.74 -2.61
H 2.64 2.11 -1.37
H 1.53 4.11 -2.61
H 0.70 6.23 -3.53
H -1.43 7.18 -2.72
H -2.73 6.01 -0.98
H -1.91 3.87 -0.05
H 0.80 0.97 2.07
H 2.15 1.56 4.04
H 3.40 3.69 4.10
H 3.29 5.24 2.18
H 1.94 4.67 0.21
H -0.22 -2.20 -1.83
H -1.02 -3.16 -3.95
H -0.03 -2.44 -6.10
H 1.79 -0.76 -6.12
H 2.61 0.20 -4.02
H 3.82 -1.81 -2.79
H 6.25 -2.08 -2.46
H 7.38 -0.97 -0.58
H 6.08 0.40 1.02
H 3.65 0.68 0.71
C -4.58 -1.52 -0.62
P -3.42 -0.13 -0.84
C -4.46 1.29 -0.34
C -3.43 0.05 -2.67
H -5.49 -1.37 -1.21
H -4.84 -1.62 0.43
H -4.10 -2.45 -0.92
H -5.45 1.22 -0.81
H -3.99 2.22 -0.65
H -4.57 1.30 0.74
H -4.46 0.10 -3.03
H -2.92 -0.80 -3.13
H -2.91 0.96 -2.96
Te -1.35 -3.27 0.71
C -0.82 -4.40 -0.99
C 0.49 -4.83 -1.19
C 0.82 -5.63 -2.27
C -0.16 -6.03 -3.17
C -1.48 -5.61 -2.98
C -1.80 -4.80 -1.90
H 1.26 -4.52 -0.49
H 1.84 -5.96 -2.41
H 0.09 -6.67 -4.01
H -2.25 -5.92 -3.68
H -2.83 -4.49 -1.76
C -0.12 -1.69 5.93
N -0.29 -2.18 4.53
C 0.80 -1.65 3.66
C -1.70 -1.90 3.99
C -1.99 -0.45 3.78
C -2.65 0.21 4.82
C -2.97 1.56 4.73
C -2.61 2.23 3.57
C -1.97 1.55 2.54
C -1.62 0.19 2.57
H 0.87 -1.97 6.28
H -0.89 -2.14 6.56
H -0.24 -0.61 5.92
H -0.21 -3.20 4.54
H 0.77 -0.57 3.71
H 0.62 -1.99 2.64
H 1.75 -2.04 4.03
H -2.37 -2.35 4.73
H -1.76 -2.47 3.08
H -2.94 -0.34 5.71
H -3.50 2.06 5.53
H -2.85 3.28 3.46
H -1.73 2.13 1.65
```

Its spin multiplicity is 1. As for the largest force on an atom: 0.82 eV Å⁻¹. For the energy above the lowest of the compared OMol25 structures with the same formula, charge and spin, the calculation gives 0.0499 eV. The value obtained for the HOMO energy is -9.02 eV. The frontier orbital gap comes out at 7.215 eV. The total charge is +1.

***

A cluster of 9 separate species, C41H54NO21 in total at a distorted geometry, computed with wB97M-V/def2-TZVPD.

The geometry in XYZ format:
```
117
C41H54NO21 | OMol25 | wB97M-V/def2-TZVPD
C -15.21 -8.53 23.55
N -14.65 -9.88 23.94
C -15.76 -10.62 24.63
C -14.26 -10.66 22.79
C -13.52 -9.69 24.97
C -12.93 -10.93 25.63
O -11.72 -10.50 26.31
H -15.94 -8.95 23.01
H -14.38 -7.92 23.11
H -15.46 -7.85 24.49
H -16.54 -10.88 24.02
H -15.98 -10.07 25.44
H -15.48 -11.60 24.82
H -15.15 -10.95 22.19
H -13.86 -11.55 23.18
H -13.67 -10.12 21.93
H -14.00 -8.96 25.66
H -12.66 -9.20 24.59
H -12.63 -11.74 24.88
H -13.52 -11.55 26.31
H -11.22 -11.26 26.64
C -13.56 -10.15 31.10
C -14.57 -10.25 29.94
C -14.65 -9.31 28.98
O -15.35 -9.54 27.94
C -13.78 -8.14 28.95
C -12.85 -7.96 30.18
C -12.77 -8.97 31.27
O -11.96 -8.94 32.15
O -12.03 -6.78 30.36
O -15.46 -11.34 29.99
H -13.52 -10.90 31.86
H -14.02 -7.32 28.32
H -11.79 -6.46 29.58
H -15.95 -11.23 29.15
C -18.61 -14.02 22.01
C -19.66 -15.07 21.38
C -19.29 -15.63 20.06
O -20.10 -16.42 19.56
C -17.98 -15.29 19.43
C -16.97 -14.46 20.04
C -17.36 -13.75 21.38
O -16.57 -13.01 21.88
O -15.75 -14.10 19.48
O -20.89 -15.29 21.83
H -18.86 -13.61 22.98
H -18.07 -15.84 18.41
H -15.59 -14.68 18.73
H -21.19 -16.01 21.30
C -11.37 -11.26 19.82
C -12.49 -12.32 20.10
C -12.15 -13.73 20.25
O -13.10 -14.55 20.31
C -10.79 -14.13 20.35
C -9.71 -12.98 20.31
C -9.98 -11.64 20.06
O -9.07 -10.81 20.14
O -8.38 -13.23 20.44
O -13.83 -11.93 20.10
H -11.52 -10.16 19.84
H -10.48 -15.12 20.73
H -8.47 -14.13 20.39
H -14.19 -12.87 20.18
C -8.56 -8.77 24.06
C -7.46 -8.02 24.92
C -6.81 -8.65 26.01
O -6.05 -8.00 26.81
C -7.11 -10.00 26.38
C -8.20 -10.80 25.56
C -8.76 -10.20 24.38
O -9.74 -10.66 23.79
O -8.88 -11.89 26.06
O -7.15 -6.75 24.64
H -9.14 -8.46 23.19
H -6.89 -10.45 27.33
H -8.31 -12.30 26.64
H -6.33 -6.57 25.24
C -13.92 -15.88 23.38
C -13.67 -14.81 24.43
O -13.82 -13.67 24.10
C -13.32 -15.28 25.78
H -14.68 -16.75 23.58
H -12.99 -16.23 23.03
H -14.38 -15.40 22.62
H -13.05 -14.43 26.41
H -12.40 -15.80 25.89
H -14.04 -16.13 26.10
C -8.96 -10.00 29.85
C -9.53 -11.40 29.91
O -9.67 -12.05 28.88
C -10.14 -11.84 31.29
H -8.21 -10.17 29.20
H -8.22 -9.71 30.69
H -9.60 -9.14 30.09
H -9.87 -11.12 32.14
H -9.58 -12.80 31.42
H -11.23 -11.89 31.20
C -14.95 -7.40 18.49
C -16.04 -6.90 19.42
O -16.45 -7.57 20.42
C -16.61 -5.56 19.13
H -14.23 -8.31 18.73
H -14.43 -6.66 18.41
H -15.35 -7.55 17.38
H -15.87 -4.80 18.87
H -17.10 -5.35 20.13
H -17.46 -5.65 18.48
C -13.05 -4.40 21.85
C -12.75 -5.84 21.28
O -13.14 -6.90 21.71
C -11.60 -5.78 20.17
H -12.46 -4.17 22.87
H -14.08 -4.13 21.71
H -12.77 -3.74 21.19
H -11.43 -4.85 19.61
H -11.77 -6.57 19.47
H -10.85 -6.07 20.82
```

Its spin multiplicity is 1. As for the largest force on an atom: 11.58 eV Å⁻¹. For the energy above the lowest of the compared OMol25 structures with the same formula, charge and spin, the calculation gives 1.0203 eV. The value obtained for the HOMO energy is -10.44 eV. The frontier orbital gap comes out at 5.963 eV. The total charge is +1.

***

A structure of composition C34H28BrCl2FN3O3S2Ti at a distorted geometry, computed with wB97M-V/def2-TZVPD.

The geometry in XYZ format:
```
75
C34H28BrCl2FN3O3S2Ti | OMol25 | wB97M-V/def2-TZVPD
Ti 0.10 0.28 0.50
O 3.30 5.38 -2.21
C 2.73 4.37 -1.54
C 3.44 3.29 -1.00
C 2.75 2.30 -0.35
N 1.42 2.30 -0.20
C 0.77 3.37 -0.65
Br -1.06 3.52 -0.19
C 1.35 4.42 -1.34
H 4.26 5.29 -2.25
H 4.52 3.24 -1.09
H 3.27 1.46 0.08
H 0.78 5.26 -1.69
O -0.67 0.75 -1.00
C -0.68 0.66 -2.33
C -1.69 1.30 -3.05
C -1.73 1.24 -4.43
C -0.75 0.53 -5.12
C 0.25 -0.10 -4.42
C 0.31 -0.05 -3.02
C 1.42 -0.67 -2.30
N 1.80 -0.39 -1.06
C 2.95 -1.11 -0.83
C 3.26 -1.83 -1.94
N 2.29 -1.55 -2.86
H -2.43 1.86 -2.50
H -2.51 1.75 -4.97
H -0.77 0.48 -6.20
H 1.03 -0.62 -4.97
H 3.46 -1.06 0.11
H 4.08 -2.51 -2.14
H 2.23 -1.94 -3.78
Cl 0.61 2.14 2.45
C 1.94 1.57 3.42
C 2.46 2.42 4.38
C 3.52 1.97 5.15
C 4.04 0.70 4.94
C 3.51 -0.12 3.96
Cl 4.22 -1.67 3.69
C 2.41 0.28 3.17
S 1.68 -0.80 2.02
H 2.03 3.40 4.52
H 3.93 2.60 5.93
H 4.86 0.33 5.54
F -1.95 -3.28 6.01
C -1.95 -2.37 5.02
C -1.04 -1.34 5.05
C -1.00 -0.45 3.98
C -1.84 -0.58 2.87
C -1.71 0.34 1.68
C -2.84 -1.56 2.97
C -2.89 -2.46 4.02
H -0.37 -1.23 5.89
H -0.30 0.37 4.04
H -1.76 1.37 2.04
H -2.57 0.21 1.02
H -3.63 -1.58 2.23
H -3.67 -3.21 4.07
C -1.37 -4.04 -0.31
S -1.74 -2.30 0.02
O -0.37 -1.64 -0.10
C -2.68 -1.93 -1.47
C -2.28 -2.27 -2.75
C -3.09 -1.95 -3.83
C -4.29 -1.29 -3.62
C -4.69 -0.94 -2.34
C -3.88 -1.26 -1.26
H -1.37 -4.26 -1.38
H -2.14 -4.63 0.19
H -0.40 -4.24 0.14
H -1.35 -2.81 -2.92
H -2.78 -2.23 -4.83
H -4.92 -1.04 -4.47
H -5.63 -0.43 -2.17
H -4.20 -1.01 -0.26
```

Its spin multiplicity is 1. As for the largest force on an atom: 1.55 eV Å⁻¹. For the energy above the lowest of the compared OMol25 structures with the same formula, charge and spin, the calculation gives 1.8667 eV. The value obtained for the HOMO energy is -10.13 eV. The frontier orbital gap comes out at 6.973 eV. The total charge is +1.

***

The molecule C3H5O2P at a distorted geometry, computed with wB97M-V/def2-TZVPD.

The geometry in XYZ format:
```
11
C3H5O2P | OMol25 | wB97M-V/def2-TZVPD
C -0.40 -0.07 0.20
C 1.67 0.89 0.31
C 0.43 -1.11 0.31
O 0.28 1.15 0.19
O 1.74 -0.57 0.36
P -2.20 0.11 0.32
H 2.07 1.31 1.24
H 2.22 1.24 -0.57
H 0.32 -2.17 0.35
H -2.34 0.75 -0.91
H -2.47 -1.15 -0.22
```

Its spin multiplicity is 1. As for the largest force on an atom: 3.10 eV Å⁻¹. For the energy above the lowest of the compared OMol25 structures with the same formula, charge and spin, the calculation gives 2.2538 eV. The value obtained for the HOMO energy is -8.02 eV. The frontier orbital gap comes out at 8.993 eV. As for the SMILES: PC1=COCO1. The total charge is 0.

***

A cluster of 2 separate species, C5H9NO in total at a distorted geometry, computed with wB97M-V/def2-TZVPD.

The geometry in XYZ format:
```
16
C5H9NO | OMol25 | wB97M-V/def2-TZVPD
C 0.31 -0.71 -1.28
C -1.56 -0.12 1.60
C 1.58 -1.00 -0.54
C 0.27 1.54 -0.97
C -0.60 1.44 0.14
N -1.15 0.25 0.26
O 1.24 2.10 -1.35
H -0.82 2.29 0.78
H -0.46 -1.46 -1.19
H 0.40 -0.40 -2.31
H -1.96 0.73 2.17
H -2.31 -0.91 1.56
H -0.70 -0.50 2.17
H 1.98 -1.98 -0.84
H 2.35 -0.25 -0.75
H 1.43 -1.03 0.54
```

Its spin multiplicity is 1. As for the largest force on an atom: 3.35 eV Å⁻¹. For the energy above the lowest of the compared OMol25 structures with the same formula, charge and spin, the calculation gives 5.5709 eV. The value obtained for the HOMO energy (alpha / beta) is -7.27 / -7.23 eV. The frontier orbital gap (alpha / beta) comes out at 6.809 / 6.691 eV. The total charge is 0.

***

A structure of composition C55H42Cl2IN4O2Sb2Zr at a distorted geometry, computed with wB97M-V/def2-TZVPD.

The geometry in XYZ format:
```
109
C55H42Cl2IN4O2Sb2Zr | OMol25 | wB97M-V/def2-TZVPD
Zr -0.23 -0.23 1.19
Cl 5.72 -0.68 4.64
C 4.34 -0.02 3.85
C 3.27 -0.84 3.54
C 2.16 -0.34 2.86
N 1.05 -1.16 2.55
C 0.41 -1.57 3.67
O 0.75 -1.31 4.82
C -0.85 -2.37 3.46
C -1.37 -3.03 4.57
C -2.55 -3.73 4.45
C -3.17 -3.75 3.21
C -2.57 -3.08 2.16
N -1.44 -2.37 2.26
C 2.11 1.03 2.52
C 3.19 1.84 2.84
C 4.29 1.32 3.50
Cl 5.62 2.36 3.86
N 0.97 1.44 1.80
C 0.76 2.75 1.56
O 1.52 3.68 1.78
C -0.57 3.07 0.92
C -0.85 4.49 0.81
C -2.00 4.93 0.29
C -2.98 3.98 -0.30
C -2.49 2.51 -0.27
N -1.35 2.12 0.53
H 3.29 -1.88 3.84
H -0.83 -2.96 5.51
H -2.98 -4.24 5.30
H -4.09 -4.29 3.06
H -3.03 -3.12 1.18
H 3.19 2.89 2.58
H -0.11 5.15 1.23
H -2.26 5.98 0.29
H -3.97 4.16 0.12
H -3.32 1.84 -0.05
C 3.14 -0.25 -0.01
C 3.35 0.32 -1.40
C 2.52 1.59 -1.57
Sb 0.43 0.96 -1.62
C 0.44 0.44 -3.73
C -0.77 0.10 -4.32
C -0.85 -0.16 -5.68
C 0.29 -0.08 -6.46
C 1.50 0.24 -5.88
C 1.58 0.49 -4.52
C -0.71 2.73 -2.07
C -0.17 3.84 -2.56
C -0.97 5.02 -2.86
C -2.27 5.07 -2.54
C -2.95 3.93 -1.85
C -2.17 2.60 -1.78
Sb 2.95 -2.40 0.36
C 0.93 -2.63 -0.46
C 0.63 -2.29 -1.78
C -0.51 -2.78 -2.41
C -1.33 -3.68 -1.75
C -1.02 -4.08 -0.46
C 0.09 -3.54 0.19
C 3.98 -2.88 -1.50
C 3.47 -3.70 -2.50
C 4.22 -3.98 -3.62
C 5.50 -3.46 -3.76
C 6.02 -2.65 -2.76
C 5.27 -2.38 -1.63
H 2.18 0.11 0.39
H 3.92 0.11 0.66
H 3.07 -0.40 -2.18
H 4.40 0.55 -1.56
H 2.78 2.14 -2.48
H 2.67 2.26 -0.71
H -1.67 0.03 -3.71
H -1.79 -0.43 -6.12
H 0.23 -0.26 -7.53
H 2.40 0.30 -6.48
H 2.54 0.73 -4.09
H 0.89 3.90 -2.75
H -0.48 5.85 -3.34
H -2.87 5.94 -2.75
H -3.96 3.80 -2.25
H -2.60 1.78 -2.38
H 1.34 -1.73 -2.37
H -0.70 -2.50 -3.43
H -2.19 -4.09 -2.25
H -1.61 -4.83 0.03
H 0.36 -3.92 1.17
H 2.47 -4.12 -2.40
H 3.82 -4.62 -4.39
H 6.09 -3.69 -4.63
H 7.02 -2.25 -2.86
H 5.69 -1.77 -0.84
I -2.69 -0.88 -0.50
C -3.92 -0.27 1.20
C -5.27 -0.40 1.03
C -6.12 -0.06 2.09
C -5.60 0.38 3.26
C -4.20 0.53 3.44
C -3.67 0.97 4.66
C -2.33 1.12 4.83
C -1.45 0.83 3.77
C -1.89 0.35 2.55
C -3.30 0.20 2.37
H -5.67 -0.77 0.10
H -7.19 -0.18 1.96
H -6.24 0.62 4.10
H -4.35 1.20 5.47
H -1.92 1.44 5.78
H -0.39 0.99 3.96
```

Its spin multiplicity is 1. As for the largest force on an atom: 2.66 eV Å⁻¹. The value obtained for the HOMO energy is -10.44 eV. The frontier orbital gap comes out at 7.163 eV. The total charge is +1.